Record 1
{
  "formula": "C20H36O12S3",
  "method": "ωB97M-V with the def2-TZVPD basis set",
  "symbols": ["C", "C", "C", "O", "C", "O", "O", "H", "H", "H", "H", "H", "H", "C", "C", "C", "O", "C", "O", "O", "H", "H", "H", "H", "H", "H", "O", "S", "O", "C", "C", "C", "C", "H", "H", "H", "H", "H", "H", "H", "H", "O", "S", "O", "C", "C", "C", "C", "H", "H", "H", "H", "H", "H", "H", "H", "O", "S", "O", "C", "C", "C", "C", "H", "H", "H", "H", "H", "H", "H", "H"],
  "positions_angstrom": [[0.4129, 3.8409, -2.5559], [0.4979, 5.0927, -3.3570], [0.4627, 6.3230, -2.4092], [1.8091, 6.6960, -2.3759], [2.5892, 6.0833, -3.2631], [3.7759, 6.2790, -3.4687], [1.8386, 5.1826, -3.8763], [1.0625, 4.0203, -1.6992], [0.7772, 2.9894, -3.1308], [-0.6361, 3.6696, -2.3143], [-0.3000, 5.1367, -4.0983], [0.0685, 6.0202, -1.4391], [-0.3587, 7.0113, -2.6079], [1.2979, -4.8429, -2.0117], [1.2730, -6.2672, -1.4266], [2.2225, -6.5553, -0.2609], [1.4036, -6.7388, 0.8265], [0.0963, -6.7824, 0.4185], [-0.8822, -7.2046, 0.9902], [-0.0103, -6.3671, -0.8154], [2.1540, -4.6408, -2.6553], [1.3472, -4.1014, -1.2143], [0.3228, -4.6603, -2.4634], [1.5024, -7.0188, -2.1819], [2.9707, -5.7783, -0.1042], [2.5744, -7.5505, -0.5329], [2.0384, -3.3649, 1.5053], [1.3707, -3.5796, 2.7902], [1.5114, -4.8163, 3.6359], [1.3985, -2.0241, 3.7696], [-0.0068, -1.7838, 4.2572], [-1.1407, -2.5257, 3.5445], [-0.4916, -3.4164, 2.5237], [1.5807, -1.2666, 3.0073], [2.2328, -1.8773, 4.4556], [-0.0767, -2.1678, 5.2749], [-0.1641, -0.7228, 4.4512], [-1.9339, -1.9843, 3.0290], [-1.7586, -3.0941, 4.2397], [-0.7089, -3.1134, 1.4994], [-1.0278, -4.3653, 2.5102], [-0.6453, -1.6567, -0.3042], [-0.3844, -0.4384, -1.0847], [-1.1608, 0.7696, -0.8971], [1.3541, -0.0497, -0.9436], [1.9901, -0.3949, -2.3761], [0.8620, -0.2309, -3.4010], [-0.4219, -0.8218, -2.8784], [1.7508, -0.7787, -0.2371], [1.4973, 0.9639, -0.5692], [2.9194, 0.1140, -2.6320], [2.3657, -1.4126, -2.2705], [1.2088, -0.5548, -4.3823], [0.5155, 0.7915, -3.5524], [-0.2768, -1.9020, -2.8938], [-1.3782, -0.6115, -3.3572], [-2.1826, 2.9994, 4.3283], [-3.0634, 3.8577, 3.4858], [-4.0531, 4.7411, 4.0849], [-2.0034, 4.7392, 2.3348], [-1.6658, 3.9809, 1.0899], [-3.0365, 3.3833, 0.7838], [-3.7636, 2.8669, 2.0833], [-1.1577, 5.2093, 2.8367], [-2.7120, 5.4999, 2.0074], [-1.3455, 4.5957, 0.2486], [-1.1086, 3.0881, 1.3737], [-2.9010, 2.6588, -0.0192], [-3.6893, 3.9912, 0.1573], [-3.7807, 1.8020, 2.3152], [-4.8288, 3.0648, 2.2026]],
  "atomic_forces_ev_per_a": [[0.02, -0.35, -0.22], [0.23, 0.86, 0.76], [-1.40, -1.74, -0.09], [0.20, 2.45, 1.59], [1.77, 0.07, -0.57], [-2.71, -0.26, 0.66], [-0.54, -1.14, -1.83], [-0.26, -0.57, 0.33], [-0.01, -0.01, 0.05], [0.12, -0.16, 0.50], [0.63, 0.11, -0.56], [0.93, -0.43, 0.54], [1.02, 1.17, -1.12], [0.08, -0.13, 0.57], [0.42, 2.25, -0.32], [0.32, -0.58, -1.71], [-2.08, -0.03, 1.91], [-1.23, -1.47, 1.37], [1.77, 0.75, 0.49], [0.23, -0.13, -2.09], [-0.21, -0.21, -0.32], [0.09, -0.13, 0.38], [0.25, -0.08, -0.57], [-0.91, -0.02, -0.22], [0.05, -0.27, 0.17], [1.18, 0.18, 0.46], [0.09, -0.54, 1.18], [-2.79, -1.75, 1.16], [0.62, 2.99, -1.92], [0.27, 0.43, -1.67], [-0.67, 0.21, 2.73], [-0.12, -0.07, -0.54], [-0.16, -1.20, -1.26], [0.20, -0.16, -0.42], [-0.32, -0.68, 0.33], [0.27, -0.12, 0.21], [-0.09, 0.15, -0.60], [0.53, 0.91, -0.07], [0.56, -0.23, 0.33], [0.76, 0.67, 0.00], [0.88, -0.65, 0.41], [0.06, 1.62, -0.94], [-0.56, -0.94, -0.15], [-0.01, -0.16, 0.32], [1.25, -0.73, -1.00], [-0.75, 0.29, 1.40], [-0.10, 1.18, -0.63], [0.81, -2.25, 0.87], [-0.08, 0.22, 0.23], [-0.17, -0.02, -0.28], [-0.38, 0.72, 0.16], [-0.58, -0.38, -0.36], [-0.42, -0.41, -0.01], [1.06, 0.65, 0.05], [-0.40, -0.29, 0.13], [0.25, 0.50, 0.21], [-1.80, 1.42, -1.20], [1.98, -2.01, 0.08], [0.84, -0.79, -0.53], [0.23, 2.34, 0.42], [-1.88, -1.46, 1.27], [-1.27, -1.22, -1.34], [-0.43, 0.45, 0.34], [-0.18, -0.07, 0.30], [0.17, 0.61, 0.14], [0.50, -0.22, 0.35], [1.01, 0.37, -0.55], [0.14, -1.15, 0.69], [-0.21, 1.10, 0.84], [1.04, -0.04, -0.10], [-0.10, 0.59, -0.75]],
  "smiles": "C[C@H]1COC(=O)O1.C[C@H]1COC(=O)O1.O=S1(=O)CCCC1.O=S1(=O)CCCC1.O=S1(=O)CCCC1"
}


Record 2
{
  "formula": "C4H4N3S",
  "method": "ωB97M-V with the def2-TZVPD basis set",
  "symbols": ["C", "C", "C", "C", "N", "N", "N", "S", "H", "H", "H", "H"],
  "positions_angstrom": [[1.0953, 2.0126, -0.1502], [0.2616, 0.0232, 0.4192], [1.5048, -0.1088, -0.1603], [-1.5163, -1.6283, 0.4406], [2.0391, 1.1687, -0.4937], [-1.9722, -1.7124, -0.6835], [0.0239, 1.4613, 0.3801], [2.5115, -1.5229, -0.2090], [1.1578, 3.0162, -0.3263], [-1.6493, -2.4047, 1.1948], [-2.6941, -2.3309, -0.9808], [-0.7620, 2.0259, 0.5693]],
  "atomic_forces_ev_per_a": [[1.46, -2.02, -0.62], [-2.02, 0.36, 0.10], [1.14, -0.55, 0.46], [2.56, 1.21, -0.54], [-1.10, -0.57, 0.46], [0.02, 1.73, -1.01], [-0.83, -2.08, 0.21], [-0.26, -0.20, -0.30], [0.13, 2.63, -0.25], [0.37, 0.58, 0.84], [-0.45, -0.99, 0.23], [-1.03, -0.11, 0.43]],
  "charge": -1
}


The energy above the lowest of the compared OMol25 structures with the same formula, charge and spin results, record by record, are as follows: 323.7; 467.5 kJ/mol.
The frontier orbital gap results, record by record, are as follows: 10.073; 5.454 eV.